Below is C22H18N5OPt as an isolated structure, with properties calculated with ωB97M-V/def2-TZVPD.

## Properties
Electronic energy   -35845.5781 eV
Charge   +1
Spin multiplicity   3
⟨S²⟩   2.0284

Each line ends with the Löwdin spin population.
Element x y z (Å)
Pt (0.70068, 0.00468, -0.02921)  0.5461
O (4.46938, -0.00463, -1.38790)  0.0672
C (3.27214, -0.00237, -1.22331)  0.0199
N (2.62232, -0.00288, -0.02339)  0.0711
C (3.30830, -0.00416, 1.25382)  0.0020
C (2.27051, -0.00075, 2.34809)  -0.0001
C (2.60482, -0.00256, 3.68922)  0.0003
C (1.60135, 0.00046, 4.64118)  -0.0003
C (0.27403, 0.00508, 4.23596)  0.0005
C (-0.00618, 0.00663, 2.88821)  -0.0014
N (0.97103, 0.00393, 1.97155)  0.0036
C (2.28099, -0.00007, -2.37025)  0.0002
C (2.68384, -0.00176, -3.68216)  0.0002
C (1.71292, 0.00045, -4.67600)  0.0016
C (0.37538, 0.00421, -4.31860)  -0.0004
C (0.03511, 0.00578, -2.97699)  0.0016
N (0.97476, 0.00375, -2.03209)  0.0008
H (3.95673, 0.87121, 1.35044)  0.0023
H (3.95214, -0.88276, 1.35157)  0.0023
H (3.64775, -0.00643, 3.97611)  0.0000
H (1.85242, -0.00099, 5.69343)  0.0000
H (-0.53551, 0.00738, 4.95092)  0.0001
H (-1.01789, 0.01013, 2.50549)  0.0003
H (3.74375, -0.00474, -3.89698)  0.0001
H (1.99962, -0.00088, -5.71900)  0.0001
H (-0.40609, 0.00593, -5.06454)  -0.0001
H (-0.99161, 0.00879, -2.63602)  0.0003
C (-1.97257, -3.46770, -0.04196)  0.1019
C (-3.27259, -2.89882, -0.04047)  0.0554
C (-3.42535, -1.54685, -0.03899)  0.0503
C (-2.28424, -0.70384, -0.03880)  0.1261
N (-1.03450, -1.28025, -0.03965)  0.2662
C (-0.90066, -2.62307, -0.04154)  0.0309
C (-2.28553, 0.70146, -0.03888)  0.1267
C (-3.42825, 1.54228, -0.03913)  0.0499
C (-3.27839, 2.89447, -0.04076)  0.0562
C (-1.97930, 3.46600, -0.04233)  0.1017
C (-0.90572, 2.62378, -0.04182)  0.0309
N (-1.03655, 1.28036, -0.03980)  0.2631
H (-1.82053, -4.53629, -0.04399)  0.0061
H (-4.14322, -3.54086, -0.04093)  0.0014
H (-4.41268, -1.10650, -0.03856)  0.0022
H (0.11387, -3.00184, -0.04363)  0.0016
H (-4.41465, 1.09983, -0.03865)  0.0021
H (-4.15031, 3.53473, -0.04128)  0.0015
H (-1.82947, 4.53491, -0.04447)  0.0060
H (0.10794, 3.00479, -0.04395)  0.0017

Below is C22H19BBrMgN7O4 as an isolated structure at a distorted geometry, with properties calculated with ωB97M-V/def2-TZVPD.

## Properties
Electronic energy   -117911.5120 eV
Spin multiplicity   1

Each line ends with the natural charge from an NBO analysis.
Element x y z (Å)
Mg (0.38963, 0.86666, -0.11766)  1.7941
C (-3.68099, 1.26168, 0.68341)  -0.3391
C (-2.63470, 0.56137, 0.13209)  -0.0310
N (-1.55900, 1.35351, 0.05068)  -0.4703
N (-1.88720, 2.53222, 0.58219)  -0.2954
C (-3.17573, 2.49166, 0.99945)  -0.0071
B (-0.89590, 3.73046, 0.62983)  0.5417
N (0.26566, 3.36171, 1.54012)  -0.3102
C (0.54583, 3.97408, 2.67177)  -0.0136
C (1.65821, 3.32165, 3.19249)  -0.3564
C (1.87741, 2.23081, 2.30672)  -0.0256
N (1.00422, 2.29549, 1.33182)  -0.4238
N (-0.25801, 3.95452, -0.77141)  -0.3252
C (-0.13245, 5.13397, -1.42417)  -0.0180
C (0.60463, 4.91735, -2.55209)  -0.3633
C (0.94447, 3.55755, -2.51179)  -0.0365
N (0.38403, 2.96581, -1.44594)  -0.3799
H (-4.68998, 0.94563, 0.83044)  0.2303
H (-2.61603, -0.45234, -0.25966)  0.2259
H (-3.61287, 3.35276, 1.47238)  0.2235
H (-1.43743, 4.71682, 0.95991)  -0.0361
H (-0.04012, 4.87557, 2.98455)  0.2329
H (2.23025, 3.52184, 4.07753)  0.2264
H (2.54458, 1.45170, 2.43038)  0.2049
H (-0.57751, 6.04928, -1.03252)  0.2204
H (1.02834, 5.67696, -3.20053)  0.2281
H (1.58023, 2.97277, -3.18045)  0.2165
O (0.95465, -1.78238, 3.27023)  -0.6676
C (0.76855, -1.50981, 1.96809)  0.7684
O (0.47114, -0.32751, 1.65458)  -0.7937
C (0.97633, -2.59012, 1.09098)  -0.1044
C (1.87225, -3.67244, 1.32463)  -0.0911
C (2.63935, -4.17126, 0.27003)  -0.3520
C (2.68135, -3.42675, -0.89421)  -0.1187
C (1.82976, -2.31547, -1.04084)  -0.1279
N (0.64466, -2.37364, -0.24410)  -0.4768
C (2.10465, -1.12130, -1.70916)  0.7736
O (3.16402, -1.03442, -2.54771)  -0.6512
O (1.38543, -0.09635, -1.55036)  -0.8204
H (0.80967, -0.93460, 3.72042)  0.4991
H (2.03245, -3.93834, 2.39430)  0.2316
H (3.33028, -4.97734, 0.44715)  0.2242
H (3.45530, -3.63410, -1.61593)  0.1954
H (3.67817, -1.85837, -2.49807)  0.4880
Br (-4.37354, -5.15023, -2.22180)  0.0122
C (-2.74109, -4.25576, -1.68208)  -0.0962
C (-2.76529, -3.70728, -0.41310)  -0.2208
C (-1.63981, -3.09283, 0.06561)  -0.2816
C (-0.48678, -2.99041, -0.76797)  0.2856
C (-0.48054, -3.53159, -2.08477)  -0.2922
C (-1.63338, -4.20389, -2.48056)  -0.2056
H (-3.60875, -3.82067, 0.25604)  0.2287
H (-1.60179, -2.80927, 1.10307)  0.2258
H (0.34017, -3.61102, -2.75627)  0.2308
H (-1.66677, -4.68437, -3.43775)  0.2236

Below is C22H19N3O4 in the gas phase at a distorted geometry, with properties calculated with ωB97M-V/def2-TZVPD.

## Properties
Electronic energy   -35781.9187 eV
Spin multiplicity   1
SMILES   COc1cc(-c2nc3ccccn3c2/N=C/c2cccc(OC)c2O)ccc1O

Each line ends with the natural charge from an NBO analysis.
Element x y z (Å)
C (-6.16468, -0.83867, 1.29375)  -0.2493
H (-7.13405, -1.24799, 1.57504)  0.1980
O (-5.49926, -1.87069, 0.60988)  -0.5357
C (-4.24461, -1.60147, 0.10506)  0.2878
C (-3.55910, -0.41310, 0.24989)  -0.2703
C (-2.28482, -0.26148, -0.30190)  -0.0838
C (-1.72562, -1.30573, -1.03002)  -0.2069
C (-2.41019, -2.49743, -1.17881)  -0.2530
C (-3.66224, -2.66274, -0.60972)  0.2548
O (-4.32620, -3.84068, -0.75154)  -0.6650
H (-5.17908, -3.75170, -0.30450)  0.4940
H (-1.98967, -3.31511, -1.74204)  0.2232
H (-0.76218, -1.18180, -1.50044)  0.2186
C (-1.61192, 1.01946, -0.14617)  0.1268
N (-2.33240, 2.16310, -0.14488)  -0.4766
C (-1.46632, 3.16111, -0.08002)  0.3230
C (-1.67146, 4.54690, -0.04816)  -0.2170
C (-0.58296, 5.37364, 0.01137)  -0.2064
C (0.72380, 4.83956, 0.04292)  -0.2719
C (0.91461, 3.49189, 0.01860)  0.0248
N (-0.16371, 2.68151, -0.04494)  -0.2951
C (-0.23751, 1.30811, -0.05699)  0.2037
N (0.93040, 0.63475, 0.01086)  -0.4259
C (1.07151, -0.57560, 0.38676)  0.1143
C (2.36369, -1.22043, 0.39325)  -0.1739
C (3.54661, -0.54090, 0.07120)  0.3653
C (4.77106, -1.23434, 0.08017)  0.2129
C (4.81854, -2.57652, 0.40454)  -0.2752
C (3.64339, -3.24532, 0.72906)  -0.2302
C (2.44124, -2.57986, 0.72466)  -0.1785
H (1.52976, -3.10263, 0.97250)  0.2145
H (3.68569, -4.29308, 0.98335)  0.2161
H (5.75398, -3.11243, 0.41136)  0.2209
O (5.85830, -0.45316, -0.25510)  -0.5234
C (7.12424, -1.06117, -0.29455)  -0.2473
H (7.15792, -1.86684, -1.03446)  0.1794
H (7.81994, -0.27528, -0.58510)  0.2015
H (7.41038, -1.45390, 0.68612)  0.1789
O (3.53984, 0.77331, -0.23932)  -0.6537
H (4.45293, 1.03165, -0.43501)  0.4945
H (0.23600, -1.19550, 0.73131)  0.1718
H (1.87342, 2.99670, 0.03588)  0.2444
H (1.57355, 5.50115, 0.08603)  0.2230
H (-0.71446, 6.44434, 0.03465)  0.2170
H (-2.68163, 4.91987, -0.07334)  0.2308
H (-3.97938, 0.42519, 0.78006)  0.2377
H (-6.30904, 0.03578, 0.65241)  0.1827
H (-5.61993, -0.54159, 2.19525)  0.1788

Below is C22H19NO4RuS4 as an isolated structure, with properties calculated with ωB97M-V/def2-TZVPD.

## Properties
Electronic energy   -78727.7970 eV
Charge   -1
Spin multiplicity   2
⟨S²⟩   0.7722

Each line ends with the Löwdin spin population.
Element x y z (Å)
Ru (0.00338, -0.12316, 0.78184)  0.0139
S (-2.25351, -0.30479, 0.09760)  0.3453
C (-2.62686, -1.95108, 0.34016)  0.0517
C (-3.90779, -2.41802, -0.02334)  0.0162
C (-4.25202, -3.72956, 0.16427)  0.0219
C (-3.32684, -4.62545, 0.73137)  0.0325
C (-2.08220, -4.18844, 1.10046)  0.0075
C (-1.69013, -2.83992, 0.92104)  0.0630
S (-0.13073, -2.37600, 1.44270)  0.2443
C (2.47708, -2.19525, -0.64205)  0.0109
C (2.72534, -0.87529, -0.71160)  0.0002
C (3.85179, -0.44737, -1.55119)  0.0013
C (4.20481, 0.83276, -1.71389)  -0.0002
C (3.43824, 1.84657, -1.05267)  0.0013
C (2.38242, 1.44841, -0.29417)  -0.0007
C (1.63481, 2.51640, 0.43699)  0.0004
S (-0.13389, 2.19256, 0.28625)  -0.0001
C (-0.70472, 2.93548, 1.79723)  0.0059
C (-0.63642, 4.31560, 1.95345)  -0.0009
C (-1.12738, 4.91586, 3.09972)  0.0072
C (-1.71474, 4.11966, 4.08071)  -0.0004
C (-1.79980, 2.75098, 3.91862)  0.0075
C (-1.28762, 2.12564, 2.77018)  0.0061
S (-1.40926, 0.39700, 2.64986)  0.0989
N (2.00692, 0.15581, -0.05161)  -0.0018
H (-4.61223, -1.71779, -0.45651)  -0.0006
H (-5.23597, -4.07942, -0.12290)  0.0011
H (-3.60226, -5.66266, 0.87613)  0.0021
H (-1.36542, -4.87136, 1.54011)  -0.0011
H (3.14685, -2.86746, -1.16174)  0.0006
H (1.66937, -2.62632, -0.08031)  0.0083
H (4.38514, -1.24303, -2.05730)  0.0000
H (5.04363, 1.10170, -2.34592)  0.0000
H (3.67086, 2.89657, -1.14776)  0.0001
H (1.85422, 3.50198, 0.03243)  -0.0001
H (1.86400, 2.48353, 1.50068)  0.0000
H (-0.20014, 4.91733, 1.16417)  -0.0002
H (-1.06443, 5.98903, 3.22427)  0.0005
H (-2.10949, 4.57280, 4.98202)  -0.0002
H (-2.25296, 2.13723, 4.68775)  0.0005
O (0.07163, 1.03927, -2.29354)  0.0022
C (0.01305, -0.16747, -2.19043)  0.0074
O (-0.04636, -0.88685, -1.10865)  0.0436
H (0.01616, -0.83390, -3.07061)  0.0018
C (3.37630, 0.49703, 3.35609)  -0.0001
C (2.28026, -0.34079, 2.72528)  0.0006
O (2.39809, -1.54031, 2.58855)  0.0019
O (1.24914, 0.38913, 2.37381)  -0.0001
H (3.80742, -0.03218, 4.20480)  0.0000
H (3.01859, 1.47930, 3.65721)  0.0000
H (4.15567, 0.61783, 2.59905)  0.0000

Below is a 2-piece molecular cluster, C22H20BrCl2N2 overall at a distorted geometry, with properties calculated with ωB97M-V/def2-TZVPD.

## Properties
Electronic energy   -121198.5064 eV
Charge   +1
Spin multiplicity   1

Each line ends with the natural charge from an NBO analysis.
Element x y z (Å)
Cl (4.95859, -3.89279, -3.14994)  0.0858
C (3.58807, -2.92078, -2.84115)  0.0133
C (3.66018, -1.53100, -3.04101)  -0.2389
C (2.55119, -0.73890, -2.77041)  -0.1210
C (1.33856, -1.30571, -2.29856)  -0.0825
C (0.19838, -0.47813, -2.02718)  0.1006
C (-1.10826, -0.96289, -2.04483)  -0.3557
C (-2.21389, -0.13177, -1.88004)  0.0800
C (-3.54284, -0.58589, -1.61289)  -0.1651
C (-4.63078, 0.33052, -1.62483)  -0.1050
C (-5.92254, -0.07749, -1.32375)  -0.2428
C (-6.16900, -1.42580, -1.00897)  0.0336
Cl (-7.75744, -1.92933, -0.62740)  0.0901
C (-5.11940, -2.35895, -1.00446)  -0.2408
C (-3.82296, -1.94497, -1.29745)  -0.1137
C (1.28718, -2.71652, -2.12220)  -0.1361
C (2.39941, -3.51299, -2.38489)  -0.2407
H (4.58493, -1.08995, -3.40268)  0.2479
H (2.58866, 0.33874, -2.93775)  0.2265
H (0.34763, 0.59680, -1.97594)  0.2419
H (-1.27346, -2.03060, -2.24401)  0.2215
H (-2.06062, 0.94553, -1.97956)  0.2236
H (-4.42880, 1.37275, -1.87485)  0.2305
H (-6.74647, 0.63067, -1.32700)  0.2498
H (-5.32915, -3.39817, -0.76669)  0.2476
H (-3.00464, -2.66459, -1.26641)  0.2226
H (0.36612, -3.17517, -1.75849)  0.2175
H (2.35923, -4.58887, -2.23721)  0.2459
C (1.18986, 2.32990, 5.01476)  -0.4053
N (1.98410, 2.51113, 3.81677)  -0.4190
C (3.24616, 3.17804, 4.07906)  -0.4064
C (1.63626, 1.93824, 2.61948)  0.2097
C (1.90425, 2.59766, 1.37499)  -0.1532
Br (2.42435, 4.44838, 1.33342)  0.0859
C (1.57592, 1.94973, 0.18230)  0.0148
N (0.97573, 0.73983, 0.12806)  -0.4975
C (0.68287, 0.14506, 1.29027)  0.0523
C (0.94637, 0.70891, 2.54587)  -0.2946
H (0.23566, 1.84717, 4.78534)  0.2115
H (1.73530, 1.72359, 5.75481)  0.1956
H (0.99101, 3.30905, 5.47745)  0.2110
H (3.91536, 3.13242, 3.21752)  0.2220
H (3.07444, 4.22702, 4.35716)  0.2054
H (3.73543, 2.69213, 4.93850)  0.2006
H (1.79824, 2.43032, -0.76839)  0.2025
H (0.20544, -0.83757, 1.23615)  0.1948
H (0.64536, 0.17523, 3.44703)  0.2334

Below is C22H20ClI2N2O2ReS2 as an isolated structure, with properties calculated with ωB97M-V/def2-TZVPD.

## Properties
Electronic energy   -82733.5023 eV
Charge   +1
Spin multiplicity   2
⟨S²⟩   0.7579

Each line ends with the Löwdin spin population.
Element x y z (Å)
Re (-0.72272, 0.43870, 0.36215)  0.8189
I (3.46827, 0.70639, 6.93597)  0.0039
C (2.46739, 0.91766, 5.13157)  0.0162
C (2.54374, 2.11807, 4.43341)  -0.0036
C (1.87322, 2.25171, 3.22977)  0.0139
I (2.00660, 4.02919, 2.16030)  0.0012
C (1.10793, 1.20732, 2.72376)  -0.0021
O (0.45822, 1.36728, 1.54142)  0.0768
C (1.04489, 0.00637, 3.41428)  0.0132
C (0.25378, -1.14514, 2.86625)  0.0019
N (0.31448, -1.21842, 1.37211)  -0.0031
C (1.70518, -1.37929, 0.86775)  0.0013
C (1.94791, -0.65891, -0.43188)  0.0106
C (3.14352, -0.81917, -1.10966)  -0.0021
C (3.32163, -0.17958, -2.32170)  0.0132
C (2.29720, 0.60484, -2.83368)  -0.0019
C (1.14293, 0.73453, -2.09861)  0.0108
N (0.97060, 0.11905, -0.91527)  -0.0014
C (1.73501, -0.13571, 4.61704)  -0.0031
H (3.12666, 2.94340, 4.81866)  -0.0005
H (-0.80244, -1.07704, 3.12663)  0.0007
H (0.63797, -2.07829, 3.28464)  0.0000
H (-0.21034, -2.04424, 1.11744)  0.0006
H (1.92777, -2.43886, 0.73065)  0.0001
H (2.39520, -1.00034, 1.62241)  0.0007
H (3.91778, -1.44897, -0.68986)  -0.0003
H (4.24910, -0.29578, -2.86705)  0.0007
H (2.38979, 1.11464, -3.78159)  -0.0004
H (0.31320, 1.33460, -2.44596)  0.0002
H (1.69339, -1.07993, 5.14686)  -0.0005
C (-4.42913, 3.79773, -0.14372)  0.0001
O (-4.08245, 2.80420, 0.86324)  0.0140
C (-3.02808, 2.07771, 0.70070)  0.0158
S (-1.95419, 2.17772, -0.65290)  -0.0138
S (-2.59972, 0.88977, 1.82277)  0.0004
H (-5.33643, 4.25936, 0.22416)  -0.0001
H (-4.60270, 3.30159, -1.09489)  0.0001
H (-3.62830, 4.52862, -0.22531)  0.0001
Cl (-2.95575, -0.10760, -3.12942)  0.0004
C (-1.65874, -1.26129, -2.95392)  -0.0003
C (-1.05518, -1.71421, -4.12181)  0.0004
C (-0.05628, -2.66705, -4.05762)  -0.0006
C (0.31395, -3.18844, -2.82240)  0.0004
C (-0.30356, -2.72490, -1.67619)  -0.0001
C (-1.28204, -1.72588, -1.69817)  0.0077
C (-1.85997, -1.20647, -0.40782)  0.0046
H (-1.38965, -1.32318, -5.07336)  0.0000
H (0.40368, -3.02753, -4.96839)  0.0000
H (1.06579, -3.96543, -2.75969)  0.0001
H (-0.03060, -3.16221, -0.71981)  0.0001
H (-1.94941, -2.01971, 0.31494)  -0.0002
H (-2.86849, -0.81087, -0.53379)  0.0049